P.
Below is a 2-piece molecular cluster, C3H8N3O overall, with properties calculated with ωB97M-V/def2-TZVPD.

```
15
Properties=species:S:1:pos:R:3:mulliken_charge:R:1
C 2.61903 1.02752 0.23462 -0.149
C -1.60298 0.13610 0.49055 0.315
C 0.56416 -0.95860 0.32212 -0.143
N 1.36125 1.01456 0.23810 -0.446
N -2.52321 0.80530 -0.08815 -0.340
N -0.69497 -0.56202 -0.09630 -0.166
O 1.15774 -1.67876 -0.54946 -0.428
H 3.22633 1.93734 0.29120 0.293
H 3.30185 0.09197 0.22066 0.133
H -1.36138 0.28647 1.49104 0.325
H 0.53510 -0.93646 1.43850 0.374
H -3.16877 1.39852 0.41191 0.284
H -2.52838 1.10848 -1.12212 0.269
H -0.55943 -0.62959 -1.16265 0.257
H 1.81346 -2.31776 -0.16412 0.423
```

Output
Molecular weight (u): 102.1
HOMO level (alpha / beta) (eV): -11.96 / -11.97
Total charge: +1

Q.
Below is a 2-piece molecular cluster, C3H8N3O overall, with properties calculated with ωB97M-V/def2-TZVPD.

```
15
Properties=species:S:1:pos:R:3:mulliken_charge:R:1
C 1.18674 -1.19589 -0.10140 0.285
C 2.59327 0.26761 -0.64944 -0.369
C 1.16202 0.31849 -0.15608 0.506
N 2.45063 -1.18691 -0.56965 -0.066
N 0.17454 1.07373 0.00757 -0.706
N -2.63357 -0.35613 0.61751 -0.410
O 0.37035 -2.03025 0.18841 -0.601
H 2.74512 0.65404 -1.66117 0.259
H 3.34366 0.68710 0.02436 0.261
H 3.09540 -1.92657 -0.79611 0.183
H 0.32452 2.06995 -0.15596 0.217
H -1.71431 0.10123 0.36703 0.238
H -2.41321 -1.11141 1.28076 0.399
H -3.05830 -0.76578 -0.22259 0.395
H -3.26132 0.33085 1.04710 0.410
```

Output
Molecular weight (u): 102.1
HOMO level (eV): -13.62
Total charge: +1

Which structure is the least stable? The one labeled P.